Entry 1:
One molecule with the formula C7H8F6N2 in a non-equilibrium geometry. Source: the Open Molecules 2025 dataset; level of theory: ωB97M-V/def2-TZVPD.

```
23
Properties=species:S:1:pos:R:3:forces:R:3:mulliken_charge:R:1
C 0.218879 -0.193204 -1.505090 2.0 -1.1 -2.0 -0.980
C 1.048963 -0.026974 -0.226430 -1.2 4.3 0.0 -0.707
N 0.646633 -0.813799 0.845916 2.9 -4.2 0.3 -0.152
C -0.536245 -0.681185 1.429154 -2.9 -1.7 0.9 0.660
C -1.395711 0.336407 1.283260 -1.5 -2.0 1.8 -1.480
C -2.700950 0.601939 2.087482 2.9 -0.1 -2.0 -0.150
F -3.805702 0.915293 1.327308 0.2 -0.4 -0.2 -0.337
N -2.823804 -0.504030 2.904231 -1.5 -1.3 1.2 0.110
F -4.047969 -0.381854 3.592927 0.2 -0.5 -0.1 -0.267
C -2.617129 -1.843355 2.340848 -0.1 1.8 -0.4 0.456
F -3.043731 -2.780935 3.155789 -0.4 -0.2 0.4 -0.278
F -3.183227 -2.046269 1.105073 0.1 0.1 0.8 -0.301
C -1.089321 -1.919706 2.222574 0.4 1.7 0.7 0.931
F -0.824998 -3.115096 1.737065 0.8 -1.0 -1.3 -0.305
F -0.573910 -1.938970 3.484734 0.0 0.2 0.1 -0.316
H 0.741305 0.410680 -2.324073 -1.2 -0.4 1.1 0.326
H 0.210897 -1.256873 -1.967867 0.4 1.4 1.2 0.267
H -0.812864 0.024562 -1.367853 -0.7 0.6 0.0 0.359
H 2.101019 -0.033367 -0.415879 0.7 -0.6 0.0 0.446
H 0.908967 1.066178 0.257779 0.2 -1.7 -1.7 0.284
H 1.117136 -1.766861 0.812662 -1.4 1.6 0.6 0.320
H -1.169162 1.053036 0.625344 0.8 2.9 -2.2 0.678
H -2.402631 1.486518 2.604410 -0.6 0.7 1.0 0.436
```
Forces are in eV/Å.

Computed properties:
lowest unoccupied orbital energy	0.7	eV
HOMO-LUMO gap	0.353	hartree
energy relative to the best compared isomer or geometry (same formula, charge and spin)	143.9	kJ/mol
SMILES	CCNC1=C[C@@H](F)N(F)C(F)(F)C1(F)F
E_HOMO	-8.93	eV
energy	-980.1210	a.u.


Entry 2:
One molecule with the formula C7H8FP in a non-equilibrium geometry. Source: the Open Molecules 2025 dataset; level of theory: ωB97M-V/def2-TZVPD.

```
17
Properties=species:S:1:pos:R:3:forces:R:3:mulliken_charge:R:1
F -4.534804 -0.355803 0.200199 0.2 0.4 0.2 -0.271
P -3.316963 0.706110 -0.035322 1.5 -2.8 0.3 0.297
C -1.712785 -0.846276 0.164616 -2.6 2.2 -0.3 -1.134
C -0.362116 -0.240315 0.152333 0.3 -0.1 0.0 0.946
C 0.747689 -1.084615 0.178899 0.0 0.1 0.0 -0.513
C 2.026161 -0.561700 0.219424 0.1 -0.1 0.0 -0.438
C 2.220823 0.810558 0.231109 0.0 0.0 0.0 -0.458
C 1.127205 1.655350 0.185475 0.0 0.1 0.0 -0.717
C -0.153941 1.130080 0.144524 0.0 0.0 0.0 -0.172
H -3.353507 0.546944 -1.439467 0.2 0.2 -0.2 0.039
H -1.969077 -1.303519 1.118002 0.0 0.0 0.0 0.343
H -1.911320 -1.527991 -0.658958 0.0 0.0 0.0 0.404
H 0.597526 -2.154985 0.173935 0.0 -0.1 0.0 0.379
H 2.876210 -1.227471 0.249315 0.1 -0.1 0.0 0.364
H 3.219553 1.215799 0.273221 0.1 0.0 0.0 0.370
H 1.264676 2.727111 0.187844 0.0 0.1 0.0 0.374
H -1.005704 1.794172 0.112501 0.0 0.1 0.0 0.188
```
Forces are in eV/Å.

Computed properties:
lowest unoccupied orbital energy	0.8	eV
HOMO-LUMO gap	0.370	hartree
energy relative to the best compared isomer or geometry (same formula, charge and spin)	0.0	kJ/mol
SMILES	FPCc1ccccc1
E_HOMO	-9.27	eV
energy	-712.7371	a.u.


Entry 3:
C7H8I2N2O6SY as an isolated structure in a non-equilibrium geometry. Source: the Open Molecules 2025 dataset; level of theory: ωB97M-V/def2-TZVPD.

```
27
Properties=species:S:1:pos:R:3:forces:R:3:mulliken_charge:R:1
Y 0.694376 -0.862912 -1.855921 -2.7 -0.5 -0.5 0.553
O 2.750239 -3.812202 -1.277593 -0.4 1.0 -0.9 -0.696
S 1.827790 -2.841439 -0.650132 3.0 -6.6 4.9 1.159
O 1.658103 -3.184736 0.778369 -0.2 1.0 -1.2 -0.752
O 2.534981 -1.469243 -0.693240 -2.4 -0.3 -1.4 -0.549
O 0.450957 -3.044681 -1.319357 1.7 2.7 -0.4 -0.540
O 1.236481 1.053222 -0.965777 0.3 -0.6 -0.6 -0.427
N 0.961882 0.998604 0.241818 -3.1 2.5 3.1 -0.114
N -0.274826 0.512079 0.541783 1.7 -2.2 -0.8 0.787
O -0.645760 -0.706967 -0.064383 0.0 3.1 0.7 -0.558
C -0.984005 0.945607 1.714502 0.1 0.2 1.1 -0.186
C -0.570475 2.081928 2.438333 0.1 0.1 -0.2 -0.225
C -1.259008 2.521784 3.575849 0.0 -0.5 -0.5 -0.545
C -2.386042 1.835280 4.018140 0.0 0.0 0.0 -0.311
C -2.825344 0.714557 3.320715 0.6 0.2 -0.5 -0.491
C -2.134199 0.281424 2.182993 0.1 -0.4 -0.4 -0.105
H 0.300680 2.640859 2.108647 -0.1 -0.2 0.0 0.404
H -0.909170 3.401020 4.107195 0.0 -0.1 -0.1 0.344
H -2.920932 2.172936 4.899815 0.0 0.0 -0.1 0.348
H -3.703506 0.168426 3.650092 0.1 0.0 -0.1 0.349
H -2.494170 -0.594858 1.648928 0.2 0.1 0.0 0.410
I 2.278754 -2.002788 -4.143696 1.0 -1.3 -0.5 0.262
C 2.058375 -0.313745 -5.367205 0.3 0.0 -0.8 -0.835
I 0.911400 1.002162 -4.204914 -0.1 1.5 -1.0 0.190
H 1.552450 -0.563103 -6.304824 -0.1 0.1 0.4 0.344
H 3.028350 0.122377 -5.624440 -0.3 -0.1 0.4 0.356
H -1.137385 -1.055588 -2.755697 0.0 0.1 -0.5 -0.172
```
Forces are in eV/Å.

Computed properties:
lowest unoccupied orbital energy	1.5	eV
HOMO-LUMO gap	0.221	hartree
E_HOMO	-4.48	eV
energy	-1864.3597	a.u.
charge	-1


Entry 4:
C7H8N2 as an isolated structure in a non-equilibrium geometry. Source: the Open Molecules 2025 dataset; level of theory: ωB97M-V/def2-TZVPD.

```
17
Properties=species:S:1:pos:R:3:forces:R:3:mulliken_charge:R:1
C 0.084578 0.419242 -3.116246 -0.2 -1.8 0.9 0.049
C 1.870167 1.301201 -0.313035 -0.4 -0.4 -1.0 -0.732
C -0.815965 2.008656 0.962374 -1.4 0.8 1.1 -0.315
C -0.428525 -1.356153 -1.381834 -0.4 -0.6 -1.7 -0.088
C 0.027855 -0.272635 -1.922703 1.7 4.8 5.6 0.271
C 0.568169 0.948836 -0.564617 2.5 -2.0 -2.9 0.210
C -0.149841 -1.873522 -0.055815 -1.3 -2.8 1.2 -1.077
N 0.474098 0.725316 -4.133543 0.4 1.5 -2.7 -0.470
N -0.564525 1.566671 -0.175137 -0.1 0.1 -0.8 -0.326
H 2.084065 2.192755 0.325527 -0.3 -0.9 -0.5 0.275
H 2.778129 0.842513 -0.860560 -1.9 0.7 1.0 0.252
H -1.795634 2.513822 0.983143 0.5 0.0 0.7 0.263
H -0.221705 1.943263 1.895215 0.0 -0.2 -0.6 0.288
H -0.847595 -1.985960 -2.145317 -0.6 -0.9 0.2 0.411
H -0.939409 -2.554865 0.332468 -0.3 0.4 -0.7 0.362
H 0.594897 -2.656460 -0.214623 0.7 0.4 0.4 0.274
H -0.018558 -1.277074 0.826905 0.8 0.9 -0.3 0.353
```
Forces are in eV/Å.

Computed properties:
lowest unoccupied orbital energy	0.2	eV
HOMO-LUMO gap	0.346	hartree
energy relative to the best compared isomer or geometry (same formula, charge and spin)	393.3	kJ/mol
E_HOMO	-9.22	eV
energy	-380.8739	a.u.


Entry 5:
C7H8N2O2 as an isolated structure in a non-equilibrium geometry. Source: the Open Molecules 2025 dataset; level of theory: ωB97M-V/def2-TZVPD.

```
19
Properties=species:S:1:pos:R:3:forces:R:3:mulliken_charge:R:1
C -0.306711 -0.116506 -1.368087 -0.9 3.0 3.6 0.911
C 0.047417 -0.117884 0.098834 0.2 -1.1 -0.5 0.460
C -0.399703 0.823549 1.054475 -1.3 1.2 -4.4 -0.218
C -0.056972 0.778745 2.313541 1.6 0.3 3.9 -0.745
C 0.818518 -0.277242 2.781473 1.3 0.1 2.9 -0.143
C 1.283563 -1.250003 1.919381 -1.0 0.3 -0.9 -0.628
C 0.866693 -1.180145 0.534476 0.9 -0.7 -0.8 0.551
H -0.677742 0.888818 -3.620724 1.7 0.3 -1.5 0.265
H -2.055060 0.490570 -3.464262 -4.9 -4.8 -1.3 0.254
H -1.387877 1.825189 -1.176262 1.6 -3.7 -1.8 0.264
H -0.985111 1.732872 0.696331 0.7 -1.4 0.6 0.038
H -0.338540 1.698658 2.876109 0.4 -1.3 0.3 0.303
H 1.298347 -0.334170 3.969908 -1.8 0.4 -3.7 0.143
H 1.898401 -2.105168 2.214248 -0.1 0.5 0.0 0.417
H 1.101338 -1.798199 -1.463481 -0.2 -0.5 4.1 0.459
N -1.483795 1.097568 -3.107412 4.3 4.5 2.0 -0.876
N -1.046665 0.925488 -1.793701 -2.8 3.6 2.2 0.059
O 0.062043 -0.950946 -2.138942 1.4 -2.6 -2.7 -0.744
O 1.361856 -2.131195 -0.325905 -0.9 1.9 -2.0 -0.769
```
Forces are in eV/Å.

Computed properties:
lowest unoccupied orbital energy	0.7	eV
HOMO-LUMO gap	0.340	hartree
energy relative to the best compared isomer or geometry (same formula, charge and spin)	301.3	kJ/mol
E_HOMO	-8.58	eV
energy	-531.4443	a.u.


Entry 6:
An isolated ion of composition C7H8N3O and charge +1 in a non-equilibrium geometry. Source: the Open Molecules 2025 dataset; level of theory: ωB97M-V/def2-TZVPD.

```
19
Properties=species:S:1:pos:R:3:forces:R:3:mulliken_charge:R:1
C -0.460431 -1.999035 -0.882005 -1.9 -0.2 -0.2 -1.375
C -0.500864 -0.804271 0.006143 -0.6 1.1 -0.5 1.173
C -1.329272 0.262864 -0.199299 -0.3 -1.2 -0.1 -0.679
C -1.310640 1.667250 0.421012 0.8 -1.4 -1.9 -0.650
N 0.046091 2.286664 0.378073 1.9 -0.5 0.2 -0.219
C 1.030430 1.562377 -0.105582 -1.2 2.2 0.1 0.442
N 1.826672 0.975198 -0.750303 -1.8 2.8 -0.1 0.333
N 2.500293 -0.125991 -0.650325 2.7 -2.5 -0.4 -0.770
C 1.899431 -0.830327 0.211352 0.0 -0.7 1.8 0.798
O 1.790670 -1.940323 0.872623 -0.2 0.3 -1.8 -0.357
C 0.661265 -0.786955 0.904539 0.7 -0.1 0.7 -0.693
H -1.310010 -1.846960 -1.592111 0.3 -1.0 0.8 0.415
H -0.453870 -2.882227 -0.203631 -0.4 0.2 -1.1 0.329
H 0.374208 -2.044905 -1.567052 0.7 0.1 0.2 0.361
H -2.234641 0.098152 -0.862955 1.5 0.2 0.6 0.315
H -1.892081 2.241985 -0.277120 -0.7 0.6 0.5 0.395
H -1.621800 1.585915 1.423281 -0.7 0.6 1.2 0.357
H 0.251767 3.154127 0.932421 -0.2 -1.2 -0.8 0.318
H 0.732789 -0.573529 1.940932 -0.7 0.8 0.7 0.507
```
Forces are in eV/Å.

Computed properties:
lowest unoccupied orbital energy	-4.3	eV
HOMO-LUMO gap	0.355	hartree
energy relative to the best compared isomer or geometry (same formula, charge and spin)	645.9	kJ/mol
SMILES	C/C1=C/C[NH+]=C=N/N=C2/O[C@H]12
E_HOMO	-13.92	eV
energy	-510.5742	a.u.
charge	+1


Entry 7:
One molecule with the formula C7H8N4 in a non-equilibrium geometry. Source: the Open Molecules 2025 dataset; level of theory: ωB97M-V/def2-TZVPD.

```
19
Properties=species:S:1:pos:R:3:forces:R:3:mulliken_charge:R:1
C 3.148259 0.203871 -0.028000 0.4 -0.5 -0.4 -1.172
C 1.718207 -0.138841 0.279813 -0.6 -0.7 1.4 0.397
N 1.498896 -1.551076 -0.224801 -0.4 0.8 0.3 -0.300
N 0.324065 -1.926889 -0.319437 0.7 -0.1 -0.3 -0.321
C -0.741971 -1.033864 -0.091261 -0.5 0.7 0.7 0.378
N -1.907493 -1.630913 0.049616 -0.2 0.1 -0.2 -0.481
C -2.973362 -0.854642 0.087652 -1.6 -0.9 0.2 -0.321
C -2.955061 0.529311 -0.077939 -0.8 -1.0 0.7 -0.363
C -1.748191 1.135708 -0.167913 0.9 1.8 -0.5 -0.689
C -0.601437 0.380105 -0.095568 1.0 -2.5 -0.6 0.617
N 0.705891 0.756697 -0.229204 0.8 2.0 -0.3 -0.287
H 3.353502 1.256128 0.248517 0.2 -0.6 -0.2 0.383
H 3.735624 -0.528336 0.574775 -0.1 0.9 -0.3 0.304
H 3.387319 -0.044796 -1.093621 -0.2 0.6 0.8 0.310
H 1.616237 -0.204462 1.411986 0.0 -0.1 -0.9 0.216
H -3.921343 -1.421894 0.223577 0.6 0.7 -0.1 0.351
H -3.872434 1.097443 -0.021656 0.0 0.0 -0.3 0.385
H -1.669160 2.208347 -0.370356 0.0 -0.2 0.3 0.329
H 0.902448 1.768100 -0.156172 0.0 -1.0 -0.1 0.264
```
Forces are in eV/Å.

Computed properties:
lowest unoccupied orbital energy	0.0	eV
HOMO-LUMO gap	0.308	hartree
energy relative to the best compared isomer or geometry (same formula, charge and spin)	160.6	kJ/mol
SMILES	C[C@@H]1N=Nc2ncccc2N1
E_HOMO	-8.41	eV
energy	-490.5120	a.u.


Entry 8:
C7H8NOP as an isolated structure in a non-equilibrium geometry. Source: the Open Molecules 2025 dataset; level of theory: ωB97M-V/def2-TZVPD.

```
18
Properties=species:S:1:pos:R:3:forces:R:3:mulliken_charge:R:1
C -1.937961 0.307884 -0.220895 0.3 -1.2 -0.6 -0.433
C -0.992245 -0.656413 -0.146517 -0.5 1.3 0.5 -0.605
C -1.614831 1.660931 0.040088 2.4 0.1 1.3 -0.230
C 0.319605 -0.356298 0.518375 -0.8 0.7 0.5 0.254
C -0.321302 2.062974 0.255447 -2.1 0.1 -0.9 -0.697
C 0.856957 1.266916 0.191009 -2.3 -2.6 -0.2 0.581
C 1.209449 -1.657452 0.280336 0.6 5.2 -0.6 -0.290
N 1.966325 1.820301 -0.035459 1.4 -2.2 -0.4 -0.619
O 2.385033 -1.044240 -0.264014 1.5 0.8 -0.4 -0.420
P 3.146733 0.541650 0.077296 -0.2 -2.4 1.1 0.048
H -2.888094 0.113207 -0.662448 -0.6 -0.3 -0.1 0.391
H -1.159620 -1.672948 -0.513777 -0.1 0.4 0.2 0.239
H -2.331448 2.433547 0.121895 -0.9 0.5 -0.5 0.414
H 0.040365 -0.010439 1.623703 0.7 -1.4 -1.6 0.299
H -0.150846 3.078646 0.029707 0.3 1.4 0.5 0.381
H 0.830058 -2.351306 -0.464644 -0.2 0.2 0.1 0.373
H 1.374797 -2.084050 1.207255 0.6 -1.4 1.8 0.267
H 3.801048 0.355136 -1.145332 -0.2 0.7 -0.6 0.046
```
Forces are in eV/Å.

Computed properties:
lowest unoccupied orbital energy	-0.3	eV
HOMO-LUMO gap	0.292	hartree
energy relative to the best compared isomer or geometry (same formula, charge and spin)	280.1	kJ/mol
E_HOMO	-8.26	eV
energy	-742.7588	a.u.


Entry 9:
One molecule with the formula C7H8O in a non-equilibrium geometry. Source: the Open Molecules 2025 dataset; level of theory: ωB97M-V/def2-TZVPD.

```
16
Properties=species:S:1:pos:R:3:forces:R:3:mulliken_charge:R:1
C 0.874032 -1.106660 1.235004 -1.0 -5.8 -2.7 -0.340
C 0.306384 -0.711365 -0.055941 -0.3 2.3 0.4 0.839
C 0.918347 -2.426999 1.579508 -1.2 2.7 -1.2 -0.911
C -0.265765 -1.321181 -1.025373 -0.8 -1.3 -1.7 -0.746
C 1.405501 1.561647 -0.161861 0.8 -1.3 0.0 -0.132
C 0.211079 0.738850 -0.437228 2.6 1.0 0.8 0.347
C -0.921009 1.585678 -0.813470 -2.3 -0.1 -1.4 -1.194
O 2.518102 1.079539 0.148217 -2.1 1.7 -0.6 -0.538
H 1.155749 -0.392359 1.841213 1.1 3.6 3.1 0.531
H 0.833807 -2.666508 2.608687 0.9 -0.7 0.7 0.294
H 0.624967 -3.108807 0.795744 0.0 -0.5 0.2 0.310
H -0.833436 -1.753773 -1.853877 0.6 0.5 0.7 0.336
H 1.064962 2.673569 -0.199434 1.5 -1.2 0.3 0.207
H -1.135990 1.722496 -1.938083 0.5 -0.5 1.5 0.240
H -0.878743 2.639136 -0.445261 0.2 -1.0 0.0 0.411
H -1.794439 1.075755 -0.392400 -0.4 0.5 -0.2 0.345
```
Forces are in eV/Å.

Computed properties:
lowest unoccupied orbital energy (spin up / spin down)	-0.2 / -1.0	eV
HOMO-LUMO gap (spin up / spin down)	0.295 / 0.262	hartree
energy relative to the best compared isomer or geometry (same formula, charge and spin)	634.3	kJ/mol
E_HOMO (spin up / spin down)	-8.20 / -8.16	eV
energy	-346.5339	a.u.


Entry 10:
C7H8O as an isolated structure in a non-equilibrium geometry. Source: the Open Molecules 2025 dataset; level of theory: ωB97M-V/def2-TZVPD.

```
16
Properties=species:S:1:pos:R:3:forces:R:3:mulliken_charge:R:1
C -1.222391 1.498500 -0.034075 -0.9 4.0 -3.8 0.156
C -0.926973 1.004593 1.311814 3.3 -3.0 -1.5 -0.725
C 0.103192 -0.362663 0.909582 -4.1 0.4 2.0 0.288
C 1.335379 0.154979 0.400575 2.4 1.9 -2.4 -0.750
C 1.687869 -0.475938 -0.772412 -2.0 0.2 3.3 -0.341
C 0.679850 -1.530286 -0.905948 2.0 -6.1 -1.1 -0.257
C -0.345693 -1.547101 -0.012699 -0.6 0.1 -0.2 -0.518
H -1.611456 2.830651 -0.131427 0.9 -3.5 0.6 0.188
H -1.806067 0.606107 1.745930 -0.8 0.0 0.9 0.383
H -0.296592 1.711649 1.889632 -0.9 -0.4 -0.1 0.348
H 0.177556 -0.973689 1.814377 0.4 0.4 0.6 0.487
H 1.789660 1.167451 0.688622 -0.7 -1.8 0.0 0.261
H 2.577424 -0.271458 -1.304966 0.4 -0.1 -0.8 0.472
H 1.152658 -2.712423 -1.315508 -2.0 3.8 0.4 0.170
H -1.262644 -2.422923 0.151934 3.2 3.0 -0.4 0.228
O -1.073492 0.951518 -1.114952 -0.6 1.0 2.5 -0.390
```
Forces are in eV/Å.

Computed properties:
lowest unoccupied orbital energy	0.8	eV
HOMO-LUMO gap	0.344	hartree
energy relative to the best compared isomer or geometry (same formula, charge and spin)	523.4	kJ/mol
E_HOMO	-8.51	eV
energy	-346.5762	a.u.